{
  "formula": "C49H59N5O4P2PdS",
  "method": "wB97M-V/def2-TZVPD",
  "e_above_lowest_kj_mol": 0.00,
  "total_charge": -2,
  "symbols": ["Pd", "C", "O", "C", "C", "C", "C", "C", "C", "O", "C", "O", "C", "H", "H", "H", "H", "H", "H", "H", "H", "H", "O", "P", "C", "C", "C", "C", "C", "C", "C", "C", "C", "C", "C", "C", "C", "C", "C", "C", "C", "C", "H", "H", "H", "H", "H", "H", "H", "H", "H", "H", "H", "H", "H", "H", "H", "N", "P", "N", "C", "C", "C", "C", "C", "N", "C", "C", "C", "C", "C", "N", "C", "C", "C", "C", "C", "H", "H", "H", "H", "H", "H", "H", "H", "H", "H", "H", "H", "H", "H", "H", "H", "H", "H", "H", "H", "H", "H", "H", "H", "H", "H", "H", "H", "H", "H", "S", "C", "N", "C", "C", "C", "C", "C", "C", "H", "H", "H", "H", "H"],
  "positions_angstrom": [[0.5518, -0.1319, 0.2339], [4.8697, 3.7637, -3.0666], [5.5860, 2.8194, -2.2958], [4.8314, 2.0212, -1.4684], [5.4654, 0.8608, -1.0067], [4.7258, -0.0424, -0.2678], [3.4017, 0.2086, 0.0779], [2.5676, -0.7811, 0.8093], [2.9212, -2.2400, 0.5894], [1.8846, -0.4662, 1.8320], [2.7886, 1.4372, -0.2954], [1.5820, 1.7279, 0.0592], [3.5346, 2.3182, -1.1150], [5.5588, 4.1192, -3.8320], [4.5396, 4.6124, -2.4591], [3.9959, 3.3059, -3.5372], [6.5020, 0.6837, -1.2611], [5.1976, -0.9643, 0.0538], [3.3723, -2.3934, -0.3883], [2.0240, -2.8425, 0.6802], [3.6244, -2.5385, 1.3737], [3.0228, 3.1998, -1.4760], [-1.9293, 0.3100, 1.5543], [-2.7554, 1.5478, 1.6958], [-1.8204, 2.7679, 2.7056], [-2.4083, 3.8408, 3.3730], [-1.6235, 4.7874, 4.0157], [-0.2388, 4.6845, 3.9778], [0.3589, 3.6296, 3.3002], [-0.4302, 2.6755, 2.6752], [-3.3571, 2.2001, 0.2057], [-2.7537, 1.6537, -1.0830], [-3.4810, 2.2685, -2.2563], [-4.2988, 3.3327, -2.1640], [-4.6340, 3.9526, -0.9114], [-4.1460, 3.3634, 0.2265], [-4.1915, 1.2029, 2.8054], [-3.9664, 0.9589, 4.1593], [-4.9982, 0.5407, 4.9869], [-6.2711, 0.3557, 4.4611], [-6.5031, 0.5881, 3.1122], [-5.4669, 1.0077, 2.2871], [-3.4890, 3.9272, 3.3954], [-2.0937, 5.6060, 4.5488], [0.3764, 5.4303, 4.4684], [1.4375, 3.5453, 3.2531], [0.0266, 1.8419, 2.1509], [-2.8566, 0.5643, -1.1259], [-3.2906, 1.8210, -3.2260], [-4.7424, 3.7308, -3.0740], [-5.2922, 4.8121, -0.8785], [-4.4300, 3.7672, 1.1977], [-2.9657, 1.0918, 4.5560], [-4.8126, 0.3522, 6.0381], [-7.0813, 0.0187, 5.0979], [-7.4952, 0.4366, 2.7027], [-5.6260, 1.1910, 1.2300], [-0.2681, -1.9936, 0.0649], [-0.8131, -2.8308, 1.2136], [-0.2552, -4.4588, 1.0906], [0.2777, -4.8837, -0.2086], [-0.5264, -6.0466, -0.7804], [-0.4222, -7.2744, 0.1437], [-0.1961, -6.8347, 1.5993], [-0.9098, -5.5114, 1.8495], [-2.5110, -2.9020, 1.2312], [-3.3652, -3.3962, 2.2894], [-4.4380, -2.3667, 2.6470], [-5.2718, -2.0534, 1.4073], [-4.3583, -1.5564, 0.2879], [-3.2206, -2.5375, 0.0136], [-0.5689, -2.6190, 2.8879], [-0.9932, -1.2969, 3.3763], [-1.3350, -1.3902, 4.8588], [-0.1327, -1.9197, 5.6449], [0.3834, -3.2228, 5.0324], [0.6656, -3.0260, 3.5428], [1.3282, -5.1985, -0.1074], [0.2536, -4.0169, -0.8680], [-0.1704, -6.2920, -1.7833], [-1.5683, -5.7285, -0.8742], [0.3993, -7.9202, -0.1793], [-1.3406, -7.8654, 0.0783], [0.8709, -6.6956, 1.7918], [-0.5614, -7.5990, 2.2900], [-0.8859, -5.2530, 2.9114], [-1.9690, -5.6338, 1.5738], [-2.7486, -3.6354, 3.1540], [-3.8820, -4.3191, 1.9663], [-3.9576, -1.4473, 2.9934], [-5.0675, -2.7511, 3.4576], [-6.0331, -1.3010, 1.6336], [-5.7926, -2.9666, 1.0867], [-3.9150, -0.6000, 0.5765], [-4.9310, -1.4055, -0.6321], [-2.4934, -2.0791, -0.6570], [-3.6292, -3.4442, -0.4722], [-1.8426, -0.9562, 2.7842], [-0.1896, -0.5626, 3.2354], [-2.1929, -2.0578, 4.9954], [-1.6158, -0.4033, 5.2377], [-0.3964, -2.0652, 6.6975], [0.6670, -1.1720, 5.6067], [-0.3723, -4.0069, 5.1529], [1.2964, -3.5467, 5.5426], [1.0363, -3.9470, 3.0928], [1.4388, -2.2547, 3.4235], [-0.5614, 2.9853, -2.4579], [-1.1746, 1.8191, -1.1296], [-0.5171, 0.5500, -1.3320], [0.3135, 0.5264, -2.4238], [1.0647, -0.5763, -2.8572], [1.8598, -0.4764, -3.9922], [1.9383, 0.7033, -4.7205], [1.2029, 1.8135, -4.2992], [0.4104, 1.7192, -3.1730], [-0.8734, 2.3021, -0.1949], [1.0107, -1.4969, -2.2876], [2.4293, -1.3418, -4.3147], [2.5717, 0.7746, -5.5973], [1.2558, 2.7511, -4.8428]],
  "forces_ev_per_angstrom": [[-0.8, 0.3, -0.2], [0.0, 0.0, 0.0], [-0.1, 0.0, -0.1], [0.1, -0.1, 0.1], [0.1, 0.0, 0.0], [-0.1, 0.0, -0.1], [-0.3, 0.2, 0.0], [1.0, -0.2, 0.4], [-0.2, 0.1, 0.1], [0.0, -0.3, -0.1], [0.3, 0.0, 0.1], [-0.4, -0.5, 0.0], [-0.1, 0.2, 0.0], [0.0, 0.0, 0.0], [0.0, 0.0, 0.0], [0.0, 0.0, 0.0], [0.0, 0.0, -0.1], [0.0, 0.0, 0.0], [0.0, 0.0, 0.0], [-0.1, 0.0, 0.0], [0.1, 0.0, 0.0], [0.0, 0.0, 0.0], [-0.2, 0.8, -0.7], [-0.5, 0.4, -0.1], [0.1, 0.1, -0.2], [0.0, -0.1, 0.0], [0.0, 0.0, 0.0], [0.1, 0.0, 0.0], [0.0, 0.0, 0.1], [0.0, -0.2, 0.0], [0.3, 0.1, 0.3], [0.0, 0.2, 0.1], [0.0, -0.2, 0.0], [0.0, -0.1, 0.0], [0.0, 0.2, 0.1], [-0.1, -0.2, -0.1], [0.1, 0.0, 0.0], [-0.1, 0.1, 0.1], [0.1, 0.0, 0.0], [-0.1, 0.0, -0.1], [0.0, 0.2, 0.2], [0.0, 0.3, 0.1], [0.0, 0.0, 0.0], [0.0, 0.0, 0.0], [0.0, 0.0, 0.0], [0.0, 0.0, 0.0], [0.1, 0.1, 0.0], [0.0, 0.0, 0.0], [0.0, 0.0, 0.0], [0.0, 0.0, 0.0], [0.0, 0.0, 0.0], [0.0, 0.1, 0.0], [-0.1, 0.0, 0.0], [0.0, 0.0, 0.0], [0.0, 0.0, 0.0], [0.0, 0.0, 0.0], [0.0, 0.0, 0.0], [0.8, 0.5, 0.1], [-0.5, -0.6, 0.6], [0.0, 0.3, -0.3], [0.0, 0.0, 0.1], [0.0, 0.0, 0.1], [0.0, 0.1, 0.0], [-0.1, 0.0, -0.1], [0.1, 0.0, 0.1], [0.2, 0.0, -0.2], [0.0, 0.1, 0.0], [-0.1, -0.1, -0.1], [0.0, 0.0, -0.1], [0.0, -0.1, 0.1], [0.0, 0.1, 0.0], [0.3, 0.4, -0.4], [-0.3, -0.6, 0.6], [0.3, -0.1, 0.1], [-0.1, -0.1, 0.0], [0.0, 0.2, 0.0], [0.0, -0.2, 0.1], [0.0, 0.0, 0.0], [0.1, 0.0, 0.0], [0.0, 0.0, 0.0], [0.0, 0.0, 0.0], [0.0, 0.0, 0.0], [0.0, 0.0, 0.0], [0.0, 0.0, 0.0], [0.0, 0.0, 0.0], [0.0, 0.0, 0.0], [0.0, 0.1, 0.0], [0.0, 0.0, 0.0], [0.0, -0.1, 0.0], [0.0, -0.1, 0.0], [0.0, 0.0, 0.0], [0.1, -0.3, -0.1], [0.0, 0.0, 0.0], [-0.1, -0.1, -0.1], [0.0, 0.1, 0.0], [0.0, 0.0, 0.0], [0.0, 0.0, 0.0], [0.4, -0.3, 0.4], [0.0, 0.0, -0.1], [0.0, 0.0, 0.0], [0.0, 0.0, 0.0], [0.1, 0.0, 0.0], [0.0, 0.0, 0.0], [0.0, 0.0, 0.0], [0.0, 0.0, 0.0], [0.0, 0.0, 0.0], [0.0, 0.0, -0.1], [-0.1, 0.0, 0.0], [-0.3, 0.3, -0.1], [0.5, -0.5, -0.3], [0.0, 0.0, -0.2], [-0.1, 0.0, 0.0], [0.0, 0.0, 0.0], [0.0, 0.1, 0.0], [0.0, -0.1, 0.0], [0.0, 0.0, 0.1], [0.1, -0.1, 0.0], [0.0, 0.0, 0.0], [0.0, 0.0, 0.0], [0.0, 0.0, 0.0], [0.0, 0.0, 0.0]]
}